{
  "formula": "C9H21BIO6PS2",
  "method": "ωB97M-V/def2-TZVPD",
  "symbols": ["C", "O", "B", "O", "C", "I", "C", "C", "C", "C", "O", "O", "C", "O", "P", "S", "H", "H", "H", "H", "H", "H", "H", "H", "H", "H", "H", "H", "H", "H", "H", "C", "S", "O", "C", "H", "H", "H", "H", "H", "H"],
  "positions_angstrom": [[-3.95647, -0.04346, -2.99661], [-2.68452, -0.12725, -2.29742], [-2.74396, 0.50720, -1.00454], [-3.95442, 0.90589, -0.34764], [-1.26871, 0.75629, -0.30612], [-1.36134, 2.16504, 1.35312], [-0.67370, -0.69203, 0.05383], [-0.69926, -1.08924, 1.59890], [-2.15775, -1.25430, 2.23686], [-2.29152, -0.56220, 3.70353], [-1.09651, -0.70786, 4.50409], [-0.43063, 1.27664, -1.41360], [0.63484, 2.06954, -0.92311], [1.61442, 1.66482, -0.28476], [0.56320, 3.93010, -1.35228], [1.12073, 4.27640, -3.18875], [-3.87955, -0.47605, -4.04217], [-4.78439, -0.49916, -2.36883], [-4.20325, 1.07361, -3.11718], [-4.43994, 0.13277, 0.01314], [0.43626, -0.66606, -0.25071], [-1.13338, -1.51882, -0.59834], [-0.00800, -0.40378, 2.20911], [-0.20295, -2.12520, 1.66838], [-3.00553, -0.81601, 1.61829], [-2.40872, -2.36887, 2.36812], [-2.67551, 0.50910, 3.63982], [-3.11437, -1.16208, 4.23864], [-0.52838, 0.05109, 4.24187], [1.47545, 4.60948, -0.48905], [-0.74093, 4.48577, -1.17336], [4.90760, -0.72057, 0.45203], [3.91548, -1.04224, -1.02098], [2.87988, -2.05383, -0.65093], [5.20991, -1.90477, -1.93863], [4.27845, -0.21541, 1.18591], [5.26938, -1.66096, 0.87220], [5.74878, -0.07533, 0.19316], [5.55353, -2.77236, -1.37254], [6.04156, -1.22230, -2.12235], [4.79421, -2.23360, -2.89111]],
  "lowdin_charge": [-0.07, -0.01, -0.56, 0.06, -0.60, 1.09, -0.15, -0.22, -0.17, -0.28, -0.11, -0.13, -0.66, 0.02, 0.36, 0.08, 0.11, 0.10, 0.11, 0.12, 0.12, 0.14, 0.09, 0.13, 0.09, 0.12, 0.08, 0.12, 0.08, -0.01, -0.02, -0.27, 0.80, -0.56, -0.27, 0.05, 0.06, 0.05, 0.06, 0.05, 0.05],
  "e_homo_ev": -8.7,
  "e_above_lowest_kj_mol": 145.9,
  "lumo_energy_ev": -0.4
}